70
Properties=species:S:1:pos:R:3 method="wB97M-V/def2-TZVPD" lumo_ev=0.468 gap_ha=0.37340 total_energy_ha=-2308.808557
C -1.60 -1.05 -4.39
C -0.65 -2.18 -4.57
O 0.48 -2.22 -4.17
O -1.25 -3.26 -5.15
C -0.46 -4.35 -5.53
O 0.33 -4.26 -6.41
C -0.79 -5.57 -4.76
Si 0.06 -5.59 -3.08
F 0.70 -7.03 -2.91
O -0.96 -5.37 -1.83
Si -1.46 -3.87 -1.32
C -0.08 -2.67 -0.87
C 1.23 -3.27 -0.38
F 1.05 -4.56 0.12
H -1.02 -0.13 -4.36
H -2.35 -1.04 -5.17
H -2.09 -1.16 -3.42
H -1.87 -5.68 -4.66
H -0.40 -6.41 -5.34
H 1.10 -4.56 -3.05
H -2.28 -3.26 -2.39
H -2.34 -4.07 -0.15
H -0.50 -2.04 -0.08
H 0.14 -2.00 -1.70
H 1.96 -3.31 -1.19
H 1.65 -2.67 0.42
N 0.34 1.37 -2.97
C -0.05 2.22 -2.01
C 0.71 3.29 -1.58
C 1.95 3.50 -2.17
C 2.37 2.63 -3.17
C 1.53 1.58 -3.53
H -1.02 2.02 -1.57
H 0.35 3.92 -0.78
H 2.58 4.32 -1.85
H 3.33 2.75 -3.65
H 1.82 0.87 -4.29
N -0.72 3.79 1.50
C -1.63 4.63 1.98
C -2.27 4.45 3.20
C -1.94 3.33 3.96
C -0.99 2.45 3.47
C -0.41 2.72 2.24
H -1.87 5.48 1.36
H -3.00 5.16 3.55
H -2.42 3.15 4.91
H -0.71 1.56 4.01
H 0.33 2.05 1.82
N -2.34 -0.91 3.50
C -3.29 -0.10 3.98
C -3.94 -0.32 5.18
C -3.60 -1.44 5.93
C -2.62 -2.29 5.44
C -2.03 -1.98 4.22
H -3.53 0.76 3.37
H -4.70 0.37 5.52
H -4.09 -1.65 6.87
H -2.32 -3.17 5.98
H -1.25 -2.62 3.81
N 5.73 2.87 1.34
C 4.65 2.36 0.74
C 3.36 2.80 0.97
C 3.17 3.84 1.87
C 4.27 4.38 2.50
C 5.52 3.87 2.20
H 4.84 1.55 0.04
H 2.53 2.35 0.45
H 2.17 4.21 2.07
H 4.17 5.19 3.21
H 6.41 4.27 2.67